## one
The following is a quantum chemistry calculation of an isolated molecule of C22H30N2O4, from OMol25.

ORCA input file:
```
! RIJCOSX wB97M-V def2-TZVPD def2/J DEFGRID3
* xyz 0 1
C -6.36453 -0.16444 -0.05893
H -6.20160 -1.19754 0.25561
H -6.82632 0.38315 0.76527
H -6.99544 -0.12968 -0.94329
O -5.13349 0.43914 -0.42427
C -4.22564 0.55376 0.55688
O -4.42342 0.17414 1.68578
C -2.96572 1.18359 0.09788
C -2.72662 1.46492 -1.24368
C -1.51476 2.00680 -1.62842
C -0.53426 2.28866 -0.68588
C -0.78576 2.02527 0.65771
C -1.98752 1.47325 1.04783
H -2.19418 1.25640 2.08525
H -0.03128 2.26650 1.39232
C 0.80666 2.84148 -1.09131
N 1.88251 1.99838 -0.61566
C 2.65274 2.33896 0.43967
O 2.59917 3.42046 0.98555
C 3.60645 1.23442 0.89106
C 2.79666 0.02606 1.40053
N 2.34742 -0.82223 0.31763
C 3.29216 -1.33164 -0.51793
O 3.06947 -2.17268 -1.36497
C 4.66351 -0.71377 -0.32105
C 4.57060 0.80824 -0.22909
H 4.22738 1.19671 -1.19011
H 5.56160 1.22558 -0.04819
H 5.29349 -1.01424 -1.15849
H 5.10042 -1.12040 0.59459
C 1.01179 -1.42482 0.40748
C 1.13714 -2.79900 1.07450
C -0.17511 -3.56468 1.22900
H -0.93106 -2.93229 1.69691
C -0.69268 -4.11854 -0.09914
H 0.16480 -4.38204 -0.72026
C -1.60968 -3.16395 -0.86686
H -2.62216 -3.23107 -0.46141
H -1.65389 -3.49890 -1.90547
C -1.18796 -1.69357 -0.82803
H -1.53866 -1.23550 0.09909
C 0.31735 -1.45861 -0.95778
H 0.77399 -2.21592 -1.59136
H 0.47481 -0.48854 -1.43756
H -1.69955 -1.17638 -1.64267
H -1.24873 -5.04051 0.08486
H 0.01462 -4.40103 1.90578
H 1.83110 -3.40109 0.48462
H 1.58083 -2.65012 2.06372
H 0.42222 -0.76494 1.05674
H 3.42140 -0.54666 2.09928
H 1.92472 0.37969 1.95522
H 4.16371 1.64201 1.73881
H 1.89387 1.03884 -0.93134
H 0.87130 2.93728 -2.17934
H 0.96532 3.82364 -0.63385
H -1.32718 2.21357 -2.67231
H -3.48670 1.24581 -1.97676
*
```

## Properties
Frontier orbital gap: 9.67 eV
Lowest unoccupied orbital energy: 0.0136 hartree
SMILES: COC(=O)c1ccc(CNC(=O)[C@@H]2CCC(=O)N(C3CCCCCC3)C2)cc1
Highest occupied orbital energy: -9.305 eV

## two
The following is a quantum chemistry calculation of an isolated molecule of C22H30N2O4, from OMol25.

ORCA input file:
```
! RIJCOSX wB97M-V def2-TZVPD def2/J DEFGRID3
* xyz 0 1
C -7.55525 -0.04280 0.03964
H -8.58012 0.09171 0.37431
C -6.60235 0.13985 1.21379
H -6.68094 1.16059 1.60444
H -6.81568 -0.57961 2.00800
O -5.25417 -0.10975 0.83677
C -4.58821 0.90969 0.25544
O -5.08523 2.00244 0.07901
C -3.23509 0.52212 -0.10571
C -2.28774 1.31448 -0.74176
N -1.15843 0.57893 -0.89725
C -1.35631 -0.68431 -0.38014
C -2.63580 -0.74391 0.10808
H -3.09788 -1.58045 0.59077
C -0.37091 -1.76123 -0.39464
C 0.95756 -1.58887 -0.01293
C 1.83537 -2.65762 -0.02457
C 1.42225 -3.92544 -0.40636
C 0.09092 -4.10109 -0.77012
C -0.79055 -3.04052 -0.76453
H -1.81893 -3.18983 -1.05841
H -0.25332 -5.08267 -1.06465
C 2.37323 -5.08331 -0.43292
H 1.96878 -5.92407 0.12903
H 3.33508 -4.80792 -0.00741
H 2.53275 -5.41569 -1.45868
H 2.86081 -2.49681 0.27700
H 1.31771 -0.63023 0.32425
C 0.02931 1.02945 -1.57099
H -0.24967 1.55872 -2.48628
H 0.62246 0.15728 -1.85740
C 0.89491 1.93880 -0.69195
C 2.35311 1.88591 -1.12649
O 2.75228 1.21907 -2.05606
N 3.15867 2.68648 -0.38772
H 2.77953 3.09291 0.45356
C 4.59656 2.56706 -0.45128
C 5.15485 1.76003 0.72673
C 4.41563 0.42548 0.89314
O 3.14404 0.56209 1.49717
C 3.16299 0.60525 2.90134
H 2.12373 0.64486 3.22331
H 3.69159 1.48673 3.28333
H 3.63445 -0.29288 3.31757
H 5.02916 -0.27294 1.47824
H 4.22654 -0.01047 -0.09145
H 6.21327 1.56632 0.55269
H 5.06470 2.34016 1.64807
H 5.04483 3.56536 -0.47012
H 4.81867 2.05730 -1.39139
H 0.84538 1.60023 0.34579
H 0.54982 2.97306 -0.72800
C -2.42045 2.71409 -1.21737
H -3.44902 3.03101 -1.07262
H -1.77017 3.38486 -0.65598
H -2.16546 2.79623 -2.27419
H -7.44428 -1.03902 -0.38212
H -7.33500 0.69289 -0.72997
*
```

## Properties
Frontier orbital gap: 8.22 eV
Lowest unoccupied orbital energy: 0.0228 hartree
SMILES: CCOC(=O)c1cc(-c2ccc(C)cc2)n(CCC(=O)NCCCOC)c1C
Highest occupied orbital energy: -7.600 eV

Among the structures above, stability is greatest for one.